Model a:
Entry from OMol25: 2 unconnected molecules or ions with the total composition C5H11N3 (the ωB97M-V functional and the def2-TZVPD basis).

Geometry (Å):
1 H 0.09 1.44 -1.25
2 H 0.88 -1.02 -2.54
3 N 0.42 -0.01 -2.49
4 C 1.07 0.25 0.20
5 C -0.44 -0.51 -1.32
6 H -0.07 -1.49 -1.12
7 H -1.87 0.96 -0.73
8 C -1.41 0.03 -0.39
9 H 2.42 -1.66 -0.49
10 H -0.96 2.12 1.79
11 N 1.45 -1.22 0.45
12 H 1.78 -1.18 1.48
13 N -0.85 1.04 2.04
14 H -0.27 -0.69 1.61
15 H 1.67 0.99 0.63
16 C 0.60 0.44 -1.08
17 H -2.36 -0.53 -0.24
18 H -1.68 0.80 2.54
19 C -0.47 0.23 0.89

## Properties
- E_LUMO (eV) = 0.67
- multiplicity = 1
- HOMO (eV) = -8.65

***

Model b:
Entry from OMol25: a molecular structure, C5H11N3 (the ωB97M-V functional and the def2-TZVPD basis).

Geometry (Å):
1 C 0.90 0.34 0.09
2 N 1.73 -0.07 1.16
3 H 0.81 -2.53 -1.04
4 H -2.37 1.19 1.46
5 H 2.20 0.70 1.62
6 N 1.30 1.52 -0.56
7 C 0.06 -0.68 -0.39
8 H 0.51 1.97 -1.02
9 C 0.20 -1.71 -1.45
10 H 2.42 -0.76 0.87
11 H -0.89 0.76 2.23
12 C -1.59 0.42 1.46
13 H -0.78 -2.10 -1.72
14 H 1.74 2.20 0.06
15 H -2.06 -0.49 1.85
16 H 0.73 -1.35 -2.34
17 C -1.00 0.18 0.11
18 H -2.29 -0.13 -1.37
19 N -1.61 0.54 -1.01

## Properties
- E_LUMO (eV) = 0.29
- multiplicity = 1
- HOMO (eV) = -6.70

***

Model c:
Entry from OMol25: C5H11N3 in the gas phase (the ωB97M-V functional and the def2-TZVPD basis).

Geometry (Å):
1 H 0.02 1.66 -1.96
2 N -1.23 0.17 1.33
3 H 0.81 0.82 2.87
4 H 1.62 -0.79 0.33
5 H -2.19 0.09 1.00
6 H -2.51 0.25 -1.40
7 H 2.16 -0.85 3.79
8 C -0.33 0.12 0.47
9 H 1.36 0.47 -1.82
10 H 1.59 1.02 0.37
11 N -0.47 -0.17 -1.02
12 N 2.03 -0.88 2.78
13 H -2.15 -1.39 -0.83
14 C -1.79 -0.57 -1.45
15 H -1.75 -0.91 -2.49
16 H 0.09 0.23 -2.99
17 C 0.28 0.59 -1.98
18 C 1.32 0.03 2.30
19 C 1.12 0.09 0.71

## Properties
- SMILES = [H]/N=C(/C/C=N/[H])N(C)C
- E_LUMO (eV) = 0.91
- multiplicity = 1
- HOMO (eV) = -8.74

***

Most stable structure, least stable structure: model c, model a.

***

Model a:
Entry from OMol25: 4 unconnected molecules or ions with the total composition C4H16O4 (the ωB97M-V functional and the def2-TZVPD basis).

Geometry (Å):
1 C 1.03 0.52 -2.96
2 H -1.29 -0.85 -2.39
3 H 1.69 1.04 0.29
4 H -2.23 0.58 -2.26
5 O 1.93 1.49 1.13
6 H 2.88 1.44 1.27
7 H -2.48 -0.62 -0.24
8 O -0.66 -1.42 -0.05
9 C -1.48 -0.25 -0.35
10 H 0.23 -3.14 1.93
11 H 0.59 0.27 -3.95
12 C -1.33 0.09 -1.84
13 O 0.43 -2.31 2.34
14 H 1.72 1.36 -3.01
15 C -0.19 1.06 -2.13
16 H 1.34 -0.48 -2.68
17 H -0.08 1.61 3.36
18 H 0.45 0.68 2.24
19 O -0.30 0.84 2.83
20 H 0.31 1.41 -1.21
21 H 0.20 -1.07 0.20
22 H -0.27 -1.66 2.33
23 H -0.76 1.90 -2.55
24 H -1.25 0.49 0.41

## Properties
- SMILES = CCCCO.O.O.O
- E_LUMO (eV) = 0.41
- multiplicity = 1
- HOMO (eV) = -10.12

***

Model b:
Entry from OMol25: 5 unconnected molecules or ions with the total composition C4H16O4 (the ωB97M-V functional and the def2-TZVPD basis).

Geometry (Å):
1 H 3.09 -1.45 -3.08
2 H -3.10 2.93 3.65
3 H 2.19 3.28 -1.49
4 O -0.78 -4.55 1.76
5 H -0.55 -1.86 2.92
6 O -0.86 -1.07 2.46
7 H -0.06 -0.72 2.05
8 H -1.06 -3.73 2.16
9 H -2.22 -0.51 0.87
10 O -3.07 -0.46 0.40
11 H -4.47 2.69 3.78
12 C 1.60 1.36 -2.07
13 C 2.50 0.37 -2.16
14 C 2.42 -0.61 -3.31
15 H 1.39 -0.97 -3.40
16 H 2.11 2.12 -0.24
17 O -3.71 2.83 4.39
18 H -3.14 -1.05 -0.35
19 H 0.90 1.51 -2.91
20 H 0.50 2.74 -0.74
21 H -1.11 -5.33 2.20
22 H 3.25 0.27 -1.40
23 C 1.50 2.50 -1.10
24 H 2.69 -0.29 -4.39

## Properties
- SMILES = C/C=C/C.O.O.O.O
- E_LUMO (eV) = 0.19
- multiplicity = 1
- HOMO (eV) = -9.20

***

Most stable structure, least stable structure: model a, model b.

***

Model a:
Entry from OMol25: 2 unconnected molecules or ions with the total composition C5H12N2O2 (the ωB97M-V functional and the def2-TZVPD basis).

Geometry (Å):
1 H 0.53 2.89 0.14
2 C 1.08 0.77 0.67
3 H 1.26 -1.05 -2.09
4 C 0.65 2.22 1.00
5 C 1.83 -0.66 -1.22
6 H 1.31 1.36 -1.29
7 H 1.34 2.65 1.72
8 N -2.97 -0.96 0.18
9 H 0.01 -1.97 -0.34
10 H -0.04 -0.52 0.57
11 H -3.74 0.03 0.00
12 O 1.26 -0.04 1.55
13 C -1.78 -0.92 -0.60
14 H 1.83 -1.40 -0.44
15 C -0.60 -1.42 0.28
16 H 2.84 -0.44 -1.60
17 H -0.33 2.23 1.48
18 N 1.28 0.56 -0.68
19 O -1.78 -0.54 -1.74
20 H -2.88 -0.75 1.24
21 H -1.12 -2.04 1.17

## Properties
- SMILES = CNC(C)=O.CC(N)=O
- E_LUMO (eV) = 0.65
- multiplicity = 1
- HOMO (eV) = -9.53

***

Model b:
Entry from OMol25: a molecular structure, C5H12N2O2 (the ωB97M-V functional and the def2-TZVPD basis).

Geometry (Å):
1 C 0.53 2.15 0.76
2 N 0.88 -0.78 1.56
3 C 0.66 -0.48 -0.91
4 C -0.05 -0.41 0.54
5 H 1.73 -1.13 1.10
6 H 0.20 0.83 -1.08
7 H 0.23 3.10 0.33
8 H 1.20 -0.03 2.17
9 H 0.32 -0.84 -2.98
10 C -0.38 1.05 0.30
11 H 1.55 1.88 0.49
12 H -1.18 -0.88 -2.05
13 O -1.67 1.36 0.18
14 H 0.46 2.23 1.85
15 H -0.02 -2.24 -1.94
16 N -1.32 -1.14 0.68
17 H -1.30 -1.70 1.53
18 O 1.92 -0.58 -0.89
19 C -0.12 -1.15 -2.04
20 H -1.51 -1.77 -0.08
21 H -2.14 0.53 0.48

## Properties
- E_LUMO (eV) = 0.69
- multiplicity = 1
- HOMO (eV) = -8.71

***

Most stable structure, least stable structure: model a, model b.

***

Model a:
Entry from OMol25: 3 unconnected molecules or ions with the total composition C5H12N2O2 (the ωB97M-V functional and the def2-TZVPD basis).

Geometry (Å):
1 H 1.83 1.13 -1.23
2 H 1.55 0.61 1.75
3 C 1.24 1.86 -1.56
4 C -1.73 -0.12 -0.09
5 H 3.01 0.94 1.18
6 H -0.25 -3.09 0.08
7 H 1.22 -1.20 -0.84
8 H 1.49 2.06 -2.57
9 H -0.59 0.03 1.83
10 O 2.28 0.17 1.16
11 C -0.55 0.03 -0.85
12 N -1.79 -1.46 0.37
13 C -0.25 1.38 -1.49
14 N 0.12 -1.20 -0.83
15 H -0.60 1.24 -2.62
16 H 0.04 0.19 3.24
17 H -0.85 2.07 -0.88
18 H -2.68 0.38 0.30
19 H 1.26 2.71 -0.89
20 C -0.56 -2.05 -0.01
21 O -0.10 0.46 2.32

## Properties
- SMILES = CCc1cnc[nH]1.O.O
- E_LUMO (eV) = 0.66
- multiplicity = 1
- HOMO (eV) = -8.35

***

Model b:
Entry from OMol25: 2 unconnected molecules or ions with the total composition C5H12N2O2 (the ωB97M-V functional and the def2-TZVPD basis).

Geometry (Å):
1 C 1.62 -0.26 -1.24
2 H 2.67 -0.45 -1.04
3 N 0.78 -0.63 -0.11
4 H 1.30 -0.86 -2.10
5 O -1.67 -1.72 -0.41
6 N -1.72 -0.10 1.23
7 H -1.19 0.33 -2.05
8 H -1.03 1.47 -0.73
9 C 0.87 0.16 1.17
10 C -1.62 0.64 -1.10
11 C 1.47 1.36 1.26
12 H -2.11 -0.82 1.84
13 H 2.03 1.64 2.14
14 H -0.05 -2.33 -0.09
15 O 0.88 -2.02 0.10
16 H -2.64 1.02 -1.12
17 H -2.09 0.81 1.44
18 H 1.61 2.03 0.43
19 C -1.54 -0.53 -0.14
20 H 0.94 -0.53 2.00
21 H 1.48 0.79 -1.47

## Properties
- SMILES = C=CN(C)O.CC(N)=O
- E_LUMO (eV) = 0.83
- multiplicity = 1
- HOMO (eV) = -8.38

***

Model c:
Entry from OMol25: C5H12N2O2 in the gas phase (the ωB97M-V functional and the def2-TZVPD basis).

Geometry (Å):
1 H 1.35 -2.88 -0.17
2 O -3.15 -0.06 0.38
3 H -2.18 1.93 0.97
4 H 0.22 -0.72 -1.35
5 O -1.81 -1.55 -0.69
6 N -2.02 -0.24 -0.09
7 H 1.25 1.82 -1.35
8 H 1.90 1.44 0.17
9 C 0.35 -0.11 -0.50
10 H 2.58 -1.69 -0.20
11 C 0.82 -0.98 0.76
12 H 0.01 -1.35 1.30
13 N 1.71 -2.03 0.32
14 H -1.23 2.64 -0.11
15 H -0.29 2.19 1.14
16 C 1.46 0.90 -0.72
17 C -0.99 0.51 -0.11
18 H 2.44 0.53 -1.09
19 H 1.34 -0.24 1.38
20 H -2.62 -1.96 -0.56
21 C -1.16 1.87 0.53

## Properties
- SMILES = C/C([C@@H](C)CN)=[N+](\[O-])O
- E_LUMO (eV) = 0.85
- multiplicity = 1
- HOMO (eV) = -8.40

***

Model d:
Entry from OMol25: a molecular structure, C5H12N2O2 (the ωB97M-V functional and the def2-TZVPD basis).

Geometry (Å):
1 O -2.58 -1.36 0.24
2 C -0.42 1.89 -1.26
3 H 0.67 1.87 -1.60
4 C 1.36 -2.29 0.66
5 C 0.81 -1.05 -0.26
6 O -1.67 -0.96 -1.62
7 H 1.59 -0.25 -0.04
8 H 2.35 -2.42 0.39
9 H -0.58 2.94 -1.26
10 H 0.38 1.33 1.91
11 H -1.02 1.44 -2.06
12 C -0.47 -0.60 0.28
13 H 0.66 -3.16 0.61
14 H -0.56 -0.56 1.33
15 H 0.97 2.49 0.93
16 N -1.60 -1.01 -0.42
17 C -0.57 1.39 0.14
18 N 0.16 2.03 1.17
19 H 1.35 -1.95 1.75
20 H 0.77 -1.39 -1.28
21 H -1.61 1.60 0.39

## Properties
- E_LUMO (eV) = 0.27
- multiplicity = 1
- HOMO (eV) = -9.15

***

Most stable structure, least stable structure: model a, model d.

***

Model a:
Entry from OMol25: 2 unconnected molecules or ions with the total composition C5H12N2O2 (the ωB97M-V functional and the def2-TZVPD basis).

Geometry (Å):
1 C 2.07 0.27 0.03
2 H -0.43 -3.17 0.77
3 H 1.17 -0.35 -2.39
4 H -0.71 -0.26 -2.04
5 N -0.42 0.66 0.37
6 H -2.36 1.42 0.56
7 H 0.31 1.19 -2.31
8 C -0.13 0.71 1.80
9 O 2.57 -0.79 0.32
10 H 0.91 1.08 1.88
11 H -0.27 -2.17 -0.67
12 N -0.10 -2.27 0.32
13 C 0.29 0.09 -1.87
14 O 2.35 1.48 -0.04
15 C 0.52 0.21 -0.42
16 H -0.27 -0.18 2.31
17 C -1.67 1.01 -0.11
18 H -2.17 0.16 -0.67
19 H -1.59 1.83 -0.89
20 H -0.94 1.25 2.37
21 H 0.89 -2.18 0.65

## Properties
- E_LUMO (eV) = 0.42
- multiplicity = 1
- HOMO (eV) = -8.96

***

Model b:
Entry from OMol25: 3 unconnected molecules or ions with the total composition C5H12N2O2 (the ωB97M-V functional and the def2-TZVPD basis).

Geometry (Å):
1 N -1.32 -0.55 -0.37
2 H 1.16 -0.24 2.75
3 H -0.43 -2.15 1.83
4 O 0.38 -0.75 -2.73
5 C -0.46 -0.32 0.68
6 O 2.42 1.13 -1.10
7 H -2.16 2.38 0.60
8 H 2.08 0.38 -0.50
9 C -0.53 1.03 1.04
10 C -2.06 0.64 -0.53
11 N -1.62 1.53 0.34
12 H 0.65 -2.02 0.44
13 C 1.53 -1.05 2.16
14 H 0.05 1.45 1.80
15 H 0.07 -0.14 -2.07
16 H 2.34 -0.68 1.40
17 C 0.33 -1.41 1.25
18 H 2.64 0.49 -1.82
19 H 1.89 -1.87 2.81
20 H -2.92 0.74 -1.24
21 H -0.05 -1.57 -2.65

## Properties
- SMILES = CCc1c[nH]cn1.O.O
- E_LUMO (eV) = 0.71
- multiplicity = 1
- HOMO (eV) = -8.87

***

Most stable structure, least stable structure: model b, model a.

***

Model a:
Entry from OMol25: a gas-phase ion, C2H6NO (charge +1) (the ωB97M-V functional and the def2-TZVPD basis).

Geometry (Å):
1 H 0.81 -1.30 -0.30
2 H -0.95 -1.23 -0.05
3 H -0.36 1.08 0.93
4 H -0.25 -0.30 1.91
5 H 0.05 -0.03 -2.33
6 C -0.04 -0.65 -0.16
7 N 0.12 0.18 1.09
8 H 1.10 0.40 1.28
9 C -0.13 0.35 -1.31
10 O -0.35 1.50 -1.07

## Properties
- SMILES = [NH3+]CC=O
- E_LUMO (eV) = -4.16
- multiplicity = 1
- charge = +1
- HOMO (eV) = -15.68

***

Model b:
Entry from OMol25: 2 unconnected molecules or ions with the total composition C2H6NO (the ωB97M-V functional and the def2-TZVPD basis).

Geometry (Å):
1 C 0.82 -1.11 1.22
2 O 1.26 -0.95 0.08
3 H 1.03 -2.00 1.83
4 H 0.41 0.59 -0.19
5 H -1.44 -0.35 -1.14
6 H -2.45 1.24 -1.17
7 H -0.37 2.20 -0.22
8 N -0.47 1.21 -0.43
9 H 0.21 -0.32 1.71
10 C -1.52 0.73 -0.96

## Properties
- E_LUMO (eV) = -5.45
- multiplicity = 1
- charge = +1
- HOMO (eV) = -15.44

***

Most stable structure, least stable structure: model a, model b.

***

Model a:
Entry from OMol25: 2 unconnected molecules or ions with the total composition C2H6NO (the ωB97M-V functional and the def2-TZVPD basis).

Geometry (Å):
1 C 2.99 -0.66 0.03
2 H -1.09 0.95 -0.63
3 H -2.43 0.05 -1.20
4 H -1.45 -0.48 0.19
5 H -2.59 0.87 0.14
6 O 3.12 0.72 0.17
7 H 3.41 -1.09 0.88
8 N -1.89 0.31 -0.31
9 C 1.94 0.42 0.14
10 H 3.42 -0.93 -0.85

## Properties
- E_LUMO (eV) = -4.39
- multiplicity = 1
- charge = +1
- HOMO (eV) = -13.39

***

Model b:
Entry from OMol25: 2 unconnected molecules or ions with the total composition C2H6NO (the ωB97M-V functional and the def2-TZVPD basis).

Geometry (Å):
1 H 2.08 -0.49 1.48
2 H 3.56 -0.02 0.46
3 H -3.17 0.96 0.76
4 O 0.37 -0.03 -0.53
5 H -2.79 -0.40 -0.23
6 C 2.45 -0.20 0.53
7 C 1.61 0.14 -0.49
8 H -4.53 -0.05 0.22
9 H 2.14 0.31 -1.42
10 N -3.51 0.04 0.40

## Properties
- E_LUMO (eV) = -10.16
- multiplicity = 1
- charge = +1
- HOMO (eV) = -12.96

***

Most stable structure, least stable structure: model a, model b.

***

Model a:
Entry from OMol25: 2 unconnected molecules or ions with the total composition C3H9NOS (the ωB97M-V functional and the def2-TZVPD basis).

Geometry (Å):
1 O -0.27 -1.82 1.03
2 N -2.05 -0.43 1.33
3 H 1.31 0.42 -3.23
4 C -1.19 -1.43 1.70
5 H 2.05 0.29 0.42
6 C 1.15 0.89 0.50
7 H -1.80 -0.01 0.45
8 H -1.60 -1.88 2.63
9 H -2.92 -0.31 1.82
10 H 0.77 -0.85 -1.96
11 H 2.30 0.00 -1.85
12 H 0.44 0.24 1.00
13 C 1.27 0.08 -2.20
14 H 1.33 1.74 1.16
15 S 0.44 1.29 -1.10

## Properties
- SMILES = NC=O.CSC
- E_LUMO (eV) = 0.89
- multiplicity = 1
- HOMO (eV) = -8.30

***

Model b:
Entry from OMol25: C3H9NOS in the gas phase (the ωB97M-V functional and the def2-TZVPD basis).

Geometry (Å):
1 C -0.09 -0.26 0.53
2 H 1.53 1.93 -1.43
3 H 0.69 -0.48 1.27
4 H 1.71 1.13 1.19
5 N 0.54 0.31 -0.68
6 H -0.22 0.36 -1.36
7 H 0.16 -2.25 -0.12
8 H -0.85 0.41 0.95
9 C 1.00 1.66 -0.53
10 O 1.92 1.79 0.52
11 C -0.66 -1.63 0.19
12 H -1.01 -2.10 1.10
13 H 0.24 2.45 -0.38
14 H -2.98 -1.73 -0.19
15 S -1.97 -1.58 -1.06

## Properties
- SMILES = OCNCCS
- E_LUMO (eV) = 0.74
- multiplicity = 1
- HOMO (eV) = -9.28

***

Most stable structure, least stable structure: model a, model b.